(1)
DFT (ωB97M-V/def2-TZVPD) results for a molecular structure, C41H49CaCl2FN4O6SSi.

Element x y z (Å)
Ca: -1.73435 0.53934 3.03470
N: 0.85997 0.71331 2.36958
C: 1.53614 -0.39773 2.91034
C: 2.79801 -0.33021 3.43922
C: 3.40316 -1.46397 4.02316
C: 2.74443 -2.65708 4.08138
C: 1.42910 -2.75739 3.56677
C: 0.64559 -3.93083 3.65819
C: -0.63651 -3.92514 3.19997
C: -1.15851 -2.73883 2.63883
N: -0.45330 -1.64148 2.51780
C: 0.82605 -1.63325 2.97244
H: 1.43456 1.54583 2.42104
H: 0.65183 0.56284 1.36828
H: 3.34228 0.60631 3.39337
H: 4.40654 -1.37655 4.42248
H: 3.20247 -3.52984 4.53224
H: 1.07018 -4.81467 4.12163
H: -1.27808 -4.79023 3.29575
H: -2.19783 -2.68046 2.33729
C: -1.75250 7.88725 0.22722
C: -2.07676 6.85521 -0.84132
C: -1.18600 7.04094 -2.06259
C: -1.61614 6.09715 -3.17135
C: -1.69607 4.68336 -2.65820
C: -1.60425 3.61633 -3.52690
C: -1.64823 2.31484 -3.04572
F: -1.56464 1.30645 -3.94163
C: -1.76366 2.04048 -1.71336
C: -1.87737 3.10725 -0.81753
C: -2.02420 2.79474 0.61911
O: -2.10228 1.60997 0.95799
C: -2.05774 3.92858 1.50104
C: -2.04885 5.17158 0.95565
N: -1.93954 5.47066 -0.36011
C: -1.84282 4.42716 -1.28263
C: -2.12540 3.88157 3.03989
O: -2.39303 4.95503 3.59525
O: -1.80785 2.78963 3.57956
H: -1.76585 8.87456 -0.23625
H: -0.75897 7.71492 0.64493
H: -2.47233 7.89502 1.04306
H: -3.11863 6.99702 -1.15943
H: -0.14954 6.84295 -1.77278
H: -1.24786 8.07988 -2.39209
H: -0.92268 6.14064 -4.01320
H: -2.59403 6.41320 -3.55135
H: -1.47742 3.77999 -4.59057
H: -1.73899 1.02800 -1.33531
H: -2.13934 5.99055 1.65277
C: -0.80233 -3.85002 -2.72634
C: -1.02661 -2.35292 -2.52148
C: -1.35897 -2.06819 -1.06012
C: -2.15721 -1.85929 -3.41902
O: 0.14128 -1.66595 -2.95474
Si: 1.48742 -1.21847 -2.07932
S: 1.23343 0.42866 -0.91413
O: 2.66595 -1.06508 -3.24947
C: 2.66135 -0.33992 -4.46558
C: 2.24761 -1.30236 -5.57898
C: 1.70810 0.85155 -4.42657
C: 4.09270 0.14300 -4.68033
O: 1.91539 -2.63506 -1.32240
C: 3.10369 -3.05659 -0.67845
C: 4.05371 -3.61486 -1.73774
C: 2.68618 -4.15709 0.29039
C: 3.76929 -1.91343 0.07970
H: -1.69776 -4.41447 -2.45278
H: 0.03397 -4.18064 -2.10977
H: -0.56404 -4.04842 -3.77428
H: -2.28218 -2.58276 -0.78148
H: -1.48574 -0.99871 -0.88788
H: -0.55795 -2.41366 -0.40422
H: -3.09330 -2.37058 -3.18252
H: -1.90667 -2.04331 -4.46657
H: -2.29668 -0.78494 -3.28346
H: 1.24204 -1.67234 -5.37490
H: 2.93142 -2.15386 -5.60439
H: 2.26008 -0.80644 -6.55410
H: 0.68186 0.51556 -4.27174
H: 1.75946 1.39721 -5.37397
H: 1.96472 1.52077 -3.60451
H: 4.77573 -0.70937 -4.68194
H: 4.37705 0.81212 -3.86667
H: 4.18847 0.67569 -5.63037
H: 3.56573 -4.42926 -2.27816
H: 4.96882 -3.99527 -1.27505
H: 4.30693 -2.83112 -2.45298
H: 2.21128 -4.97356 -0.25897
H: 1.96954 -3.76180 1.00915
H: 3.54893 -4.54934 0.83565
H: 4.05140 -1.11071 -0.60516
H: 4.66468 -2.27650 0.59314
H: 3.08323 -1.49439 0.81502
Cl: -5.31337 -3.15993 3.93249
C: -4.03756 -2.85745 5.11492
C: -3.95653 -3.70719 6.18939
C: -2.96342 -3.56541 7.16769
C: -2.04365 -2.52233 6.99785
C: -2.14117 -1.68849 5.91687
Cl: -0.90776 -0.40633 5.75796
C: -3.14568 -1.71700 4.83023
N: -3.16134 -0.93793 3.82169
H: -4.68514 -4.50802 6.26548
H: -2.90451 -4.23821 8.01302
H: -1.24063 -2.37041 7.71134

Computed properties:
* net charge: -2
* LUMO level: 0.12919 hartree
* calculated total energy: -4648.1996 a.u.
* orbital gap: 3.9035 eV

Atom charges from the Löwdin analysis, given in e for atoms 1 to 99:
1 Ca 1.241
2 N 0.041
3 C -0.280
4 C -0.040
5 C -0.096
6 C -0.056
7 C -0.177
8 C -0.020
9 C -0.025
10 C -0.131
11 N 0.062
12 C -0.205
13 H 0.096
14 H -0.039
15 H 0.107
16 H 0.093
17 H 0.102
18 H 0.112
19 H 0.108
20 H 0.100
21 C -0.054
22 C -0.318
23 C -0.157
24 C -0.143
25 C -0.145
26 C 0.042
27 C -0.251
28 F 0.048
29 C 0.050
30 C -0.034
31 C -0.298
32 O -0.084
33 C -0.017
34 C 0.015
35 N 0.016
36 C -0.076
37 C -0.642
38 O -0.023
39 O -0.159
40 H 0.078
41 H 0.097
42 H 0.080
43 H 0.155
44 H 0.135
45 H 0.113
46 H 0.115
47 H 0.120
48 H 0.126
49 H 0.092
50 H 0.115
51 C -0.032
52 C -0.651
53 C -0.045
54 C -0.033
55 O -0.164
56 Si -0.184
57 S 0.337
58 O -0.169
59 C -0.666
60 C -0.033
61 C -0.064
62 C -0.041
63 O -0.158
64 C -0.656
65 C -0.035
66 C -0.024
67 C -0.046
68 H 0.080
69 H 0.072
70 H 0.081
71 H 0.093
72 H 0.055
73 H 0.067
74 H 0.082
75 H 0.082
76 H 0.064
77 H 0.077
78 H 0.081
79 H 0.077
80 H 0.060
81 H 0.082
82 H 0.061
83 H 0.077
84 H 0.085
85 H 0.076
86 H 0.083
87 H 0.077
88 H 0.071
89 H 0.082
90 H 0.070
91 H 0.083
92 H 0.073
93 H 0.084
94 H 0.059
95 Cl 0.518
96 C -0.628
97 C -0.211
98 C -0.192
99 C -0.204

(2)
DFT (ωB97M-V/def2-TZVPD) results for a molecular structure, C41H49ClIrN6O6S2SiTe.

Element x y z (Å)
Ir: -0.35264 -0.26047 0.48428
C: -7.41671 0.13512 0.02898
Si: -5.80743 -0.79609 0.08075
C: -5.80542 -2.01000 1.49035
C: -5.48913 -1.60728 -1.56492
C: -4.43221 0.48270 0.36884
C: -4.68453 1.84950 0.40889
C: -3.66132 2.77426 0.61452
C: -2.37499 2.32019 0.76912
N: -2.10563 1.00527 0.73496
C: -3.09274 0.13495 0.54916
S: -2.38116 -1.43999 0.52375
H: -8.24466 -0.57323 -0.05649
H: -7.47198 0.80954 -0.82943
H: -7.58130 0.72119 0.93705
H: -6.73370 -2.58648 1.49323
H: -5.72871 -1.49036 2.44839
H: -4.97505 -2.71682 1.42532
H: -6.27084 -2.33879 -1.78796
H: -4.52927 -2.12873 -1.58312
H: -5.48982 -0.86016 -2.36269
H: -5.69876 2.20757 0.27248
H: -3.86136 3.83529 0.65742
H: -1.55593 2.99762 0.94376
O: 3.93826 -1.04777 1.80317
Cl: 3.11430 -0.17968 1.04285
O: 3.82351 0.96538 0.54586
O: 2.01344 0.39420 1.96492
O: 2.44347 -0.85830 -0.03545
C: 6.32504 3.94792 5.78015
C: 5.26356 3.55565 4.78825
C: 5.24972 4.07524 3.50208
C: 4.28261 3.71421 2.57214
C: 4.40686 4.32592 1.18614
C: 3.26522 2.81396 2.95109
Te: 1.81244 2.60993 1.31740
N: 0.43152 1.46367 0.03758
C: -0.01077 2.47989 -0.76229
O: 0.31160 3.64299 -0.45086
C: -0.87462 2.31138 -1.98362
C: -1.52344 1.13420 -2.34492
C: -2.38339 1.10917 -3.43290
C: -2.57608 2.25320 -4.19484
C: -1.91450 3.42786 -3.85709
C: -1.07927 3.45854 -2.75218
C: 0.23229 3.03368 2.64948
C: -0.58460 2.03969 3.16933
C: -1.61254 2.36679 4.03906
C: -1.81658 3.69354 4.38658
C: -0.99286 4.68347 3.87000
C: 0.04554 4.37638 2.99583
C: 0.93260 5.46491 2.44607
C: 3.26896 2.26843 4.24470
C: 2.27079 1.26902 4.77966
C: 4.27085 2.65174 5.13165
H: 6.94907 4.75351 5.39611
H: 6.97196 3.09875 6.00767
H: 5.87714 4.27723 6.71834
H: 6.01987 4.78141 3.20904
H: 5.30582 4.93674 1.13685
H: 3.56549 4.97526 0.93302
H: 4.48707 3.56023 0.41246
H: -1.36084 0.22593 -1.78809
H: -2.90938 0.19428 -3.67880
H: -3.24857 2.23268 -5.04404
H: -2.06890 4.32657 -4.44075
H: -0.57490 4.37059 -2.46558
H: -0.43030 1.00320 2.89788
H: -2.24920 1.58858 4.44079
H: -2.61658 3.95911 5.06594
H: -1.15503 5.71784 4.14962
H: 0.48842 6.44725 2.59614
H: 1.08628 5.33911 1.36949
H: 1.90604 5.45582 2.94515
H: 1.40946 1.13992 4.14157
H: 1.92186 1.58361 5.76398
H: 2.74945 0.29373 4.89510
H: 4.26557 2.22503 6.13084
N: 0.24499 -4.42344 -3.13993
C: 0.48935 -5.05410 -1.97074
O: 0.57917 -6.25784 -1.84404
C: 0.64176 -4.17453 -0.75446
C: 1.39930 -4.65778 0.30431
C: 1.52027 -3.90612 1.46213
C: 0.88396 -2.68977 1.52736
N: 0.15257 -2.22101 0.49919
C: 0.01857 -2.95254 -0.62022
H: 0.20473 -5.00400 -3.96154
H: 0.37472 -3.42280 -3.25711
H: 1.86397 -5.63019 0.20569
H: 2.09387 -4.25581 2.30788
H: 0.93319 -2.06752 2.40984
H: -0.63995 -2.55426 -1.37955
C: -1.21025 -1.09728 -5.67552
N: -0.08116 -0.20376 -5.60953
C: 0.29070 0.62710 -6.75153
C: 1.55723 1.35502 -6.26469
N: 1.76552 0.74925 -4.95474
C: 0.80639 -0.12091 -4.60597
S: 0.75984 -0.92718 -3.12770
H: -2.09841 -0.54888 -5.99244
H: -1.37840 -1.51857 -4.68731
H: -1.02551 -1.90908 -6.38401
H: -0.51744 1.31949 -6.99080
H: 0.47843 0.00460 -7.62841
H: 1.40007 2.42957 -6.17749
H: 2.40996 1.18015 -6.91795
H: 2.51521 0.97973 -4.32857

Computed properties:
* net charge: +1
* LUMO level (spin up / spin down): -0.15203 / -0.15205 hartree
* calculated total energy: -4289.6553 a.u.
* orbital gap (spin up / spin down): 6.3200 / 6.2502 eV

Atom charges from the Löwdin analysis, given in e for atoms 1 to 99:
1 Ir 1.079
2 C -0.180
3 Si 0.500
4 C -0.174
5 C -0.171
6 C -0.212
7 C -0.037
8 C -0.010
9 C -0.109
10 N -0.099
11 C -0.702
12 S 0.769
13 H 0.041
14 H 0.040
15 H 0.041
16 H 0.040
17 H 0.041
18 H 0.016
19 H 0.041
20 H 0.015
21 H 0.034
22 H 0.105
23 H 0.120
24 H 0.101
25 O -0.238
26 Cl 0.714
27 O -0.363
28 O -0.541
29 O -0.348
30 C -0.039
31 C -0.251
32 C -0.011
33 C -0.307
34 C -0.090
35 C -0.280
36 Te 2.032
37 N -0.310
38 C -0.597
39 O -0.126
40 C -0.147
41 C -0.100
42 C -0.081
43 C -0.073
44 C -0.065
45 C -0.011
46 C -0.352
47 C -0.171
48 C -0.065
49 C -0.054
50 C -0.026
51 C -0.283
52 C -0.047
53 C -0.255
54 C -0.042
55 C -0.011
56 H 0.077
57 H 0.088
58 H 0.084
59 H 0.118
60 H 0.082
61 H 0.059
62 H 0.064
63 H 0.025
64 H 0.102
65 H 0.108
66 H 0.107
67 H 0.118
68 H 0.072
69 H 0.116
70 H 0.112
71 H 0.118
72 H 0.090
73 H 0.058
74 H 0.089
75 H 0.022
76 H 0.093
77 H 0.095
78 H 0.129
79 N 0.187
80 C -0.498
81 O 0.080
82 C -0.081
83 C 0.058
84 C 0.005
85 C -0.115
86 N -0.235
87 C -0.142
88 H 0.120
89 H 0.006
90 H 0.138
91 H 0.128
92 H 0.121
93 H 0.065
94 C -0.057
95 N -0.152
96 C -0.098
97 C -0.113
98 N 0.027
99 C -0.782

(3)
DFT (ωB97M-V/def2-TZVPD) results for a molecular structure, C41H50AsBaBrN5O3SSi.

Element x y z (Å)
Ba: 0.24236 -0.14393 -0.65618
O: 3.87125 0.74631 1.62339
C: 3.05154 0.25547 0.86000
O: 1.84257 -0.09553 1.08819
C: 3.55342 0.04680 -0.61613
C: 4.95833 -0.01435 -0.81980
C: 5.43079 -0.13240 -2.08736
C: 4.52966 -0.17174 -3.18146
C: 4.96401 -0.26618 -4.52742
C: 4.05275 -0.28986 -5.54216
C: 2.66789 -0.22272 -5.25537
C: 2.22204 -0.13228 -3.96882
C: 3.15488 -0.10806 -2.90438
N: 2.69998 -0.00702 -1.61194
H: 5.59772 0.04919 0.04805
H: 6.49632 -0.19112 -2.28250
H: 6.02706 -0.31890 -4.73224
H: 4.38303 -0.36605 -6.57029
H: 1.94887 -0.25789 -6.06419
H: 1.16062 -0.11878 -3.75378
O: -1.41211 1.52271 0.14344
C: -0.97587 2.35120 1.17524
C: 0.46099 2.84757 0.96064
C: 1.10403 3.62330 1.92547
C: 2.37361 4.10213 1.68479
C: 2.98035 3.82960 0.46514
C: 2.27498 3.06471 -0.43758
N: 1.05729 2.56450 -0.20139
H: -2.60151 1.16346 0.30646
H: -1.02746 1.85556 2.15603
H: -1.61519 3.24631 1.25585
H: 0.59974 3.83007 2.86189
H: 2.88681 4.68166 2.44216
H: 3.97714 4.17559 0.23128
H: 2.69130 2.83379 -1.41406
S: -0.56750 -2.34322 -2.81202
C: 0.72075 -3.21306 -1.95213
C: 1.24786 -4.41448 -2.47374
C: 2.26542 -5.06397 -1.82147
C: 2.77889 -4.53417 -0.63562
C: 2.20798 -3.36769 -0.17537
N: 1.21922 -2.72933 -0.80268
H: 0.83083 -4.79632 -3.39594
H: 2.66371 -5.98526 -2.23258
H: 3.57634 -5.01278 -0.08452
H: 2.54662 -2.90727 0.74653
C: -2.91238 0.05820 3.23304
Si: -3.91067 -0.40592 1.71695
C: -3.27017 -2.06499 1.12424
C: -5.68258 -0.68096 2.25340
N: -3.73310 0.80266 0.52601
C: -4.66286 1.05505 -0.46792
C: -5.97301 1.49261 -0.20670
C: -6.87421 1.75651 -1.22618
C: -6.51426 1.60660 -2.55985
C: -5.22438 1.17351 -2.84320
C: -4.32561 0.90217 -1.82538
H: -3.15281 -0.60912 4.06614
H: -3.14083 1.08496 3.53112
H: -1.83605 -0.01637 3.06428
H: -3.30884 -2.83878 1.89603
H: -2.23795 -2.00798 0.76647
H: -3.85929 -2.40739 0.26774
H: -5.70218 -1.54390 2.92734
H: -6.33855 -0.89523 1.40803
H: -6.09741 0.17928 2.78256
H: -6.27512 1.64428 0.82188
H: -7.87234 2.09504 -0.96998
H: -7.21703 1.81234 -3.35685
H: -4.91292 1.02439 -3.87159
H: -3.33475 0.52894 -2.06691
Br: -0.51570 -5.84077 1.05382
C: -0.60110 -4.47660 2.38019
C: -1.51295 -4.61822 3.42158
C: -1.56910 -3.59856 4.35066
C: -0.73432 -2.49690 4.20080
C: 0.13207 -2.47250 3.12480
N: 0.20692 -3.46106 2.22592
H: -2.15316 -5.48571 3.48250
H: -2.26759 -3.65086 5.17660
H: -0.76034 -1.66383 4.88850
H: 0.80398 -1.63615 2.95276
C: -2.94135 4.50517 -3.66996
C: -2.29511 3.68227 -2.56784
As: -0.64316 2.73422 -3.03568
C: 0.51372 4.29864 -3.38479
C: 0.47091 5.38661 -2.31957
C: -0.93407 2.30724 -4.92926
C: -1.81814 1.07947 -5.09978
H: -3.79069 5.07376 -3.28271
H: -3.32444 3.87220 -4.47263
H: -2.24074 5.21562 -4.11803
H: -2.98095 2.93547 -2.17456
H: -2.02166 4.30840 -1.71461
H: 0.22704 4.71260 -4.35593
H: 1.52606 3.90323 -3.49985
H: -0.49965 5.88600 -2.30266
H: 1.22597 6.15204 -2.51704
H: 0.65170 4.99796 -1.31691
H: 0.07005 2.12875 -5.32673
H: -1.34068 3.17194 -5.45958
H: -1.43818 0.22268 -4.53606
H: -1.89672 0.77209 -6.14565
H: -2.83404 1.26502 -4.74027

Computed properties:
* net charge: -1
* LUMO level: 0.08147 hartree
* calculated total energy: -7615.0779 a.u.
* orbital gap: 6.7037 eV

Atom charges from the Löwdin analysis, given in e for atoms 1 to 99:
1 Ba 1.733
2 O 0.028
3 C -0.651
4 O -0.339
5 C -0.193
6 C 0.007
7 C -0.004
8 C -0.157
9 C -0.044
10 C -0.085
11 C -0.068
12 C -0.026
13 C -0.203
14 N 0.008
15 H 0.113
16 H 0.113
17 H 0.107
18 H 0.098
19 H 0.105
20 H 0.049
21 O -0.527
22 C -0.280
23 C -0.260
24 C -0.018
25 C -0.061
26 C -0.060
27 C -0.173
28 N 0.006
29 H 0.008
30 H 0.100
31 H 0.126
32 H 0.115
33 H 0.105
34 H 0.105
35 H 0.110
36 S 0.336
37 C -0.823
38 C -0.134
39 C -0.107
40 C -0.102
41 C -0.198
42 N -0.113
43 H 0.086
44 H 0.097
45 H 0.090
46 H 0.098
47 C -0.172
48 Si 0.388
49 C -0.152
50 C -0.184
51 N -0.058
52 C -0.333
53 C -0.059
54 C -0.114
55 C -0.126
56 C -0.111
57 C -0.054
58 H 0.022
59 H 0.031
60 H 0.009
61 H 0.018
62 H 0.011
63 H 0.038
64 H 0.025
65 H 0.027
66 H 0.023
67 H 0.093
68 H 0.091
69 H 0.085
70 H 0.086
71 H 0.107
72 Br 0.737
73 C -0.751
74 C -0.130
75 C -0.077
76 C -0.077
77 C -0.117
78 N 0.063
79 H 0.095
80 H 0.107
81 H 0.103
82 H 0.104
83 C -0.168
84 C -0.426
85 As 1.203
86 C -0.443
87 C -0.176
88 C -0.467
89 C -0.174
90 H 0.068
91 H 0.057
92 H 0.058
93 H 0.027
94 H 0.056
95 H 0.054
96 H 0.049
97 H 0.056
98 H 0.066
99 H 0.046